# C54H132N4O20S5

A cluster of 15 separate species, C54H132N4O20S5 in total in a non-equilibrium geometry (ωB97M-V/def2-TZVPD, the Open Molecules 2025 dataset).

XYZ file:
```
215
Properties=species:S:1:pos:R:3:forces:R:3
C 2.3445 2.6747 -7.8337 0.8 1.1 -0.3
C 1.4436 1.6984 -7.1766 0.2 0.2 -0.7
C 0.0575 1.8574 -7.6693 -1.6 0.7 0.8
O 1.9354 0.4340 -7.5307 0.2 -0.9 0.4
H 2.3392 2.6415 -8.9232 -0.3 -0.4 -0.1
H 3.3788 2.4840 -7.5473 0.0 0.3 0.2
H 2.0272 3.6903 -7.5974 0.3 0.1 0.3
H 1.4505 1.8498 -6.0972 0.2 -0.1 0.3
H -0.6064 1.1770 -7.1361 -0.1 -0.7 -0.5
H -0.0555 1.8459 -8.7533 0.0 -0.3 0.1
H -0.3484 2.7899 -7.2771 0.1 0.5 -0.3
H 1.3723 -0.1894 -7.0661 0.1 -0.5 -0.1
C -4.8242 -1.9904 3.6623 1.6 -0.6 -0.5
C -5.1087 -0.5439 3.8484 -3.7 -0.1 0.7
C -6.6530 -0.3021 3.7870 -0.2 0.2 -0.5
O -4.6633 -0.0699 5.1180 1.4 0.9 -0.7
H -5.0293 -2.3755 2.6634 -0.8 0.1 0.0
H -5.2371 -2.6289 4.4433 -0.1 0.0 -0.1
H -3.7365 -2.0605 3.6575 0.3 -0.4 0.5
H -4.7446 -0.0064 2.9729 0.9 0.6 0.7
H -6.9723 0.6524 4.2053 0.4 0.1 0.2
H -7.2604 -1.0753 4.2575 0.3 -0.2 0.3
H -7.0407 -0.2583 2.7692 0.3 -0.2 -0.3
H -5.0297 -0.5115 5.8876 -0.4 -0.4 -0.5
C 6.6067 -3.1697 3.8808 0.1 -0.4 0.9
C 5.0707 -3.4346 3.8944 1.7 0.5 -1.3
C 4.6647 -3.7047 2.4533 0.3 1.4 0.2
O 4.6692 -4.4521 4.7746 0.1 -0.2 0.3
H 6.9467 -2.8707 4.8723 0.0 0.0 0.1
H 6.9710 -2.4173 3.1813 -0.7 0.4 0.0
H 7.2330 -4.0114 3.5854 -0.4 -0.6 0.2
H 4.5913 -2.5204 4.2446 0.0 0.4 -0.2
H 5.2336 -4.5056 1.9809 -0.6 -0.5 0.3
H 5.0493 -2.8177 1.9498 -0.3 0.2 -0.4
H 3.5793 -3.6749 2.3580 0.0 -0.6 -0.4
H 3.7538 -4.1960 4.9084 -0.3 -0.6 0.5
C -1.6319 6.8446 -3.6986 -0.1 0.4 -0.7
C -0.9459 7.8574 -2.7802 -1.0 0.4 0.8
C -1.8435 9.0930 -2.4839 -0.3 -1.3 -0.7
O -0.8071 7.1264 -1.5535 0.3 0.2 0.2
H -2.5433 6.4149 -3.2828 0.1 0.2 0.7
H -0.9973 5.9966 -3.9559 0.2 0.2 0.0
H -2.0290 7.3064 -4.6025 0.5 0.1 -0.3
H 0.0332 8.2447 -3.0621 0.1 -0.5 -0.7
H -2.2328 9.5335 -3.4017 0.1 0.1 -0.1
H -1.3748 9.8777 -1.8900 0.0 -0.2 0.1
H -2.6792 8.5990 -1.9883 -0.3 0.6 0.4
H -0.4964 7.7647 -0.9073 0.1 -0.1 0.3
C 1.9359 -4.6582 -7.6171 -0.8 -0.4 -1.1
C 0.4953 -4.1693 -7.4980 0.0 -3.2 -0.9
C -0.4894 -5.4013 -7.3048 0.5 0.3 -0.8
O 0.4496 -3.4589 -6.3669 -0.7 3.0 2.6
H 2.2127 -5.0185 -6.6263 0.4 -0.2 -0.2
H 2.5938 -3.8664 -7.9752 0.1 -0.1 0.2
H 1.8945 -5.4691 -8.3442 0.7 -0.2 0.0
H 0.2482 -3.5733 -8.3766 -0.4 0.2 0.2
H -1.4144 -5.1557 -6.7831 0.0 0.5 -0.2
H -0.0346 -6.1786 -6.6907 0.4 0.0 0.1
H -0.7288 -5.8688 -8.2599 -0.1 0.0 -0.1
H 0.7713 -4.0249 -5.6614 0.0 0.1 0.3
C 2.2271 -7.8560 -2.4214 1.8 -0.6 0.4
C 2.3623 -6.3823 -2.0908 -1.7 -1.1 1.2
C 3.7259 -5.8458 -2.1997 1.1 -0.5 -0.3
O 1.4855 -5.7235 -2.9230 -1.1 1.5 -2.0
H 2.7433 -8.4568 -1.6726 -0.2 -0.1 0.4
H 2.8413 -8.0578 -3.2990 -0.5 0.0 -0.5
H 1.2026 -8.2153 -2.5179 0.0 0.2 -0.1
H 1.8850 -6.2247 -1.1236 0.8 -0.1 0.9
H 4.3402 -6.3698 -1.4675 0.2 0.5 0.3
H 3.8063 -4.7599 -2.1482 -0.1 -0.1 0.3
H 4.1402 -6.1725 -3.1535 0.0 0.2 -0.3
H 0.6675 -6.2148 -2.8171 -0.4 0.3 -0.3
C 3.8211 2.8652 9.0323 0.3 -0.9 -0.9
C 4.7877 3.0930 7.8213 -0.2 1.6 0.9
C 4.4448 2.1944 6.6399 0.0 -1.2 0.5
O 4.9977 2.5853 5.4211 0.6 2.4 0.5
C 4.7456 1.8396 4.2997 0.4 -1.6 -1.2
N 4.6986 4.5171 7.4760 -0.5 0.1 0.0
H 2.7995 3.0649 8.7087 -0.1 0.4 0.1
H 4.0864 3.4268 9.9281 0.0 0.3 -0.4
H 3.8090 1.8190 9.3378 0.1 -0.2 -0.1
H 5.8010 2.9972 8.2113 0.2 -0.7 -0.3
H 3.3662 2.1116 6.5061 -0.4 0.1 0.3
H 4.8153 1.2160 6.9456 -0.1 -0.6 -0.3
H 4.7587 2.3176 3.3202 -0.1 1.4 0.4
H 3.7847 1.3254 4.2793 0.0 -0.4 0.5
H 5.6099 1.1900 4.1617 -0.3 -1.0 0.1
H 3.9066 4.5809 6.8526 -0.2 0.5 -0.2
H 5.4907 4.8471 6.9433 0.1 -0.3 -0.1
C -0.1665 -1.7332 8.7985 0.9 -0.2 0.4
C 0.3282 -2.0812 7.4233 -0.8 -0.6 -0.9
C -0.0503 -3.5456 7.0785 -0.8 0.7 -1.1
O 0.5869 -3.9335 5.8669 -0.3 -2.0 -0.9
C 0.0785 -5.2300 5.3005 0.7 1.1 0.7
N -0.2435 -1.1134 6.4538 1.1 -0.2 -0.7
H 0.1477 -0.7375 9.1118 -0.3 0.2 -0.3
H 0.3601 -2.3926 9.4885 -0.5 -0.2 0.3
H -1.2488 -1.8523 8.8475 0.0 0.0 0.3
H 1.4162 -2.1015 7.3613 0.1 0.8 0.0
H -1.1060 -3.4148 6.8410 -0.6 -0.7 0.3
H 0.1110 -4.2999 7.8486 0.1 0.2 0.3
H -0.9531 -5.1912 4.9508 -0.1 0.5 0.1
H 0.1331 -6.0708 5.9920 0.1 0.3 0.6
H 0.7068 -5.5452 4.4674 0.1 0.6 0.0
H -0.0596 -1.4272 5.5115 0.8 -0.1 -0.3
H -1.2432 -1.0000 6.3643 -0.4 -0.3 1.2
C 0.6183 5.3423 4.8312 -0.7 1.1 0.3
C -0.8475 5.1479 5.3014 0.3 -1.1 -0.7
C -1.7619 6.3277 4.8819 1.1 -1.3 1.1
O -1.2422 7.5096 5.4358 -0.7 0.9 0.2
C -1.3806 7.5512 6.8592 1.0 -0.8 -0.2
N -1.3562 3.8895 4.7574 -0.1 -0.3 -0.6
H 0.6654 5.8612 3.8738 -0.3 0.0 -0.1
H 1.2605 4.4710 4.7025 -0.4 -0.3 0.5
H 1.0181 6.0445 5.5628 0.6 -0.1 -0.1
H -0.8837 5.0160 6.3827 0.3 0.6 0.3
H -2.7310 6.1106 5.3311 -0.5 0.1 -0.3
H -1.8051 6.3587 3.7932 0.0 0.4 0.1
H -2.2870 7.0967 7.2591 -0.7 0.5 -0.4
H -1.1972 8.5598 7.2295 -0.2 -0.1 -0.2
H -0.6326 6.8763 7.2753 0.5 0.3 0.3
H -0.7124 3.1569 5.0197 0.2 -0.2 -0.2
H -2.2211 3.5968 5.1892 -0.3 0.2 0.1
C -2.7027 -6.5673 0.2789 -1.3 -0.4 1.1
C -3.0093 -7.6760 -0.7251 1.7 1.1 -1.1
C -4.3999 -8.2234 -0.8443 0.2 -1.6 1.8
O -4.4121 -9.4991 -1.5613 1.9 1.9 0.0
C -5.5379 -10.2066 -1.2801 -2.3 -0.7 -0.2
N -2.6882 -7.0874 -2.0113 0.9 -0.5 -0.9
H -1.6730 -6.2662 0.4717 0.2 -0.6 -0.7
H -3.0724 -6.8961 1.2501 -0.2 0.3 0.3
H -3.2197 -5.6548 -0.0180 -0.2 0.0 0.1
H -2.2987 -8.4921 -0.5942 -0.2 -0.3 0.2
H -5.0697 -7.4813 -1.2785 -0.3 -0.2 0.0
H -4.6331 -8.4863 0.1875 -1.0 0.1 0.2
H -6.4144 -9.7381 -1.7276 -0.4 0.5 0.1
H -5.7381 -10.3134 -0.2140 0.1 -0.1 0.2
H -5.5971 -11.1860 -1.7549 0.9 -0.2 0.1
H -3.3527 -6.3461 -2.1819 -0.1 0.2 -0.2
H -2.9207 -7.8489 -2.6327 0.1 0.2 -1.0
C 5.7791 5.7234 -0.3409 0.6 -0.2 0.4
C 6.3029 7.1602 -0.5324 1.2 -0.6 0.3
C 6.4839 7.4303 -2.0069 -0.8 0.9 -0.4
S 5.1974 6.4095 -2.8294 0.9 0.1 -1.3
O 5.8751 5.4247 -3.6674 -0.5 0.5 0.7
O 4.2189 7.2831 -3.4629 0.3 -0.8 0.9
C 4.6284 5.5393 -1.3186 -0.1 1.2 0.2
H 5.5123 5.5324 0.6986 -0.5 0.2 0.0
H 6.6132 5.0329 -0.4655 0.0 -0.1 -0.6
H 7.2955 7.2202 -0.0861 -0.1 0.2 0.4
H 5.6803 7.9451 -0.1029 -0.2 -0.3 0.1
H 7.4566 7.3130 -2.4847 0.0 -0.9 0.3
H 6.3075 8.4975 -2.1410 -0.6 -0.1 -0.5
H 4.2417 4.5499 -1.5631 0.3 0.1 0.0
H 3.8446 6.1636 -0.8897 -0.5 -0.1 -0.4
C 6.1394 -0.0849 -4.4152 0.6 -0.4 0.2
C 6.8029 -1.3109 -5.1132 -0.6 -0.1 -0.4
C 8.3026 -1.3699 -4.7627 -1.2 1.6 1.0
S 8.2103 -0.8480 -2.9651 1.6 -1.5 -0.5
O 9.2491 0.0968 -2.6511 0.0 0.2 -0.2
O 8.0848 -2.0382 -2.1593 0.2 -0.3 0.0
C 6.6510 -0.1082 -2.9663 -1.5 1.0 -0.5
H 5.0513 -0.0843 -4.4791 0.0 -0.4 0.2
H 6.4191 0.8317 -4.9346 0.4 0.0 0.1
H 6.5622 -1.1605 -6.1657 0.5 -0.4 -0.2
H 6.3529 -2.2590 -4.8187 -0.3 0.1 0.2
H 8.7810 -0.5350 -5.2747 0.5 -0.3 0.0
H 8.8210 -2.3265 -4.8264 -0.2 0.2 -0.1
H 6.7722 0.8835 -2.5303 -0.2 -0.1 0.1
H 6.0148 -0.7594 -2.3669 0.1 0.2 0.2
C -7.9237 -3.6600 -5.8902 1.4 -0.8 1.3
C -7.8060 -2.1595 -5.9158 -0.9 0.8 0.2
C -6.7066 -1.7471 -4.9303 0.2 0.0 0.1
S -6.9025 -2.9220 -3.5052 -0.9 0.4 0.6
O -7.5332 -2.3327 -2.3057 1.1 -0.4 -2.1
O -5.7256 -3.7391 -3.3541 0.5 0.3 0.1
C -8.0663 -3.9482 -4.3574 -1.2 -0.4 -1.1
H -6.9691 -4.0800 -6.2073 0.2 -0.1 -0.2
H -8.6692 -4.1268 -6.5340 -0.3 0.3 0.4
H -8.7432 -1.7583 -5.5301 -0.2 0.2 -0.2
H -7.6718 -1.7804 -6.9290 0.3 0.2 0.1
H -6.7464 -0.7378 -4.5205 -0.4 0.0 -0.1
H -5.7518 -1.8417 -5.4474 0.3 -0.4 0.6
H -9.0874 -3.6537 -4.1151 0.1 0.0 0.5
H -7.8583 -4.9629 -4.0180 -0.1 0.0 -0.2
C -5.4452 4.5134 0.4499 0.3 -0.3 -0.5
C -6.1232 5.8833 0.4869 -0.2 -0.3 0.0
C -7.4999 5.6447 1.0970 0.0 -0.7 0.2
S -8.1628 4.0176 0.3717 1.1 1.2 1.2
O -8.9177 4.2534 -0.8467 0.6 -0.3 0.7
O -8.7334 3.2551 1.4759 0.4 0.4 -1.1
C -6.4300 3.4415 -0.0222 -0.6 -0.2 0.0
H -4.9959 4.2939 1.4184 -0.4 -0.2 0.2
H -4.5839 4.5344 -0.2178 0.0 0.0 -0.2
H -6.1738 6.3234 -0.5090 0.0 0.1 0.1
H -5.4939 6.4754 1.1512 -0.3 0.5 -0.2
H -8.2296 6.4544 1.0859 0.0 -0.2 -0.5
H -7.2991 5.4211 2.1448 -0.4 -0.3 0.1
H -6.4160 3.2907 -1.1016 0.0 0.1 0.0
H -6.2660 2.4776 0.4597 -0.2 0.1 0.0
C -1.4506 1.0833 -1.5389 0.9 -0.8 -1.1
C -1.4642 -0.4912 -1.5532 0.5 0.3 0.5
C 0.0090 -0.9765 -1.3483 -0.5 1.7 0.4
S 0.7320 0.2523 -0.1378 -0.5 -1.6 0.1
O 1.9954 0.7042 -0.7497 -1.6 -0.1 1.3
O 0.6418 -0.3433 1.2190 0.6 1.3 -2.0
C -0.6364 1.5083 -0.3097 0.0 0.1 0.3
H -2.4447 1.4918 -1.7207 -0.2 0.0 1.0
H -0.9561 1.4498 -2.4385 0.5 -0.2 -0.1
H -1.8989 -0.9368 -2.4479 0.2 0.3 -0.2
H -2.1272 -0.8023 -0.7460 0.2 -0.2 0.3
H 0.5845 -0.7489 -2.2456 0.0 -0.3 -0.1
H 0.1987 -1.9870 -0.9864 -0.2 0.2 0.0
H -0.1646 2.4908 -0.2970 0.0 0.0 -0.6
H -1.2448 1.5093 0.5947 0.2 -0.5 0.1
```
Forces are in eV/Å.

As for the orbital gap: 9.00 eV. Its spin multiplicity is 1. Its net charge is 0. The lowest unoccupied orbital energy is -0.12 eV. Its highest occupied orbital energy is -9.12 eV. The calculation puts the total energy at -5851.04523 a.u.